Version A
Below is a cluster of 2 separate species, CH5N2 in total, with properties calculated with ωB97M-V with the def2-TZVPD basis set.

XYZ file:
```
8
CH5N2 ωB97M-V with the def2-TZVPD basis set
N 8.3697 -2.2061 4.0689
C 9.4194 -1.6347 3.4301
N 10.4516 -2.0466 2.7109
H -27.9462 6.5468 -10.2524
H 8.0278 -3.0874 3.6984
H 9.2997 -0.5114 3.5026
H 10.6360 -2.9911 2.7883
H -28.2578 5.9305 -9.9468
```

Multiplicity   1
HOMO   -14.755 eV
Frontier orbital gap   0.12949 Eh
Charge   +1
E_LUMO   -0.4128 Ha

natural (NBO) population analysis, charges in e, atoms 1 to 2: -0.03, 0.08

***

Version B
Below is a cluster of 2 separate species, CH5N2 in total, with properties calculated with ωB97M-V with the def2-TZVPD basis set.

XYZ file:
```
8
CH5N2 ωB97M-V with the def2-TZVPD basis set
N 8.9606 0.9512 -0.2868
C 9.8956 0.0142 -0.3077
N 10.0742 -1.0783 0.4060
H -28.8406 0.3554 -0.2449
H 8.0678 0.6441 0.1384
H 10.6732 0.2182 -1.0522
H 9.4655 -1.1274 1.2444
H -28.2962 0.0228 0.1029
```

Multiplicity   1
HOMO   -14.956 eV
Frontier orbital gap   0.13542 Eh
Charge   +1
E_LUMO   -0.4142 Ha

natural (NBO) population analysis, charges in e, atoms 1 to 2: -0.04, 0.07

***

Of the structures shown above, version B is the most stable.